Computed, not measured: one molecule with the formula C6H12N2O at a distorted geometry, with ωB97M-V with the def2-TZVPD basis set.

Structure (XYZ):
```
21
Properties=species:S:1:pos:R:3:forces:R:3:lowdin_charge:R:1
C -2.0528 -0.7874 1.2698 -0.631 0.108 -0.105 -0.062
C -0.7490 -0.2851 0.7274 -0.203 0.078 -0.581 -0.291
C 0.2663 -1.1378 0.2376 1.087 1.017 -0.236 -0.064
C 0.8711 -0.6404 -0.9073 -0.227 -1.834 0.157 -0.358
C 2.2766 -0.9815 -1.2981 -0.074 -0.060 -0.189 -0.050
O 0.0894 -0.1241 -1.9608 0.240 0.554 0.452 -0.017
C -0.4381 1.0590 0.4920 -1.169 -0.809 1.015 -0.405
N -1.4215 1.9503 0.1331 -0.138 0.354 -0.219 0.127
N 0.7179 1.7098 0.9588 0.772 0.106 -0.502 0.084
H -2.0985 -0.6227 2.3533 -0.109 0.012 -0.058 0.074
H -2.1992 -1.8565 1.0921 0.208 0.104 -0.022 0.073
H -2.9378 -0.3034 0.8380 0.119 0.041 0.061 0.067
H 0.6547 -1.9748 0.8146 0.348 -0.048 -0.112 0.105
H 2.8331 -0.0664 -1.5318 -0.019 -0.077 0.046 0.085
H 2.8025 -1.5114 -0.4997 -0.142 0.110 -0.039 0.078
H 2.3018 -1.6154 -2.1930 0.041 0.040 -0.066 0.076
H 0.3505 -0.5498 -2.7912 0.173 0.054 0.358 0.096
H -2.0797 1.5319 -0.5160 0.087 0.211 0.194 0.102
H -1.0154 2.7959 -0.2505 -0.235 0.016 0.121 0.097
H 1.3745 1.0397 1.3443 -0.126 0.093 -0.099 0.091
H 0.4537 2.3701 1.6872 -0.001 -0.071 -0.177 0.092
```
Forces are in eV/Å.

As for the HOMO energy: -6.38 eV. As for the net charge: 0. The calculation puts the total energy at -11441.8427 eV. Its maximum force is 1.85 eV/Å. As for the SMILES: CC(/C=C(/C)O)=C(N)N.

---

Computed, not measured: C4H16O3S as an isolated structure at a distorted geometry, with ωB97M-V with the def2-TZVPD basis set.

Structure (XYZ):
```
24
Properties=species:S:1:pos:R:3:forces:R:3:lowdin_charge:R:1
C 0.9412 1.5950 1.7802 -0.812 -0.306 3.299 -0.136
C 0.8600 1.7593 0.2810 -2.755 -0.582 0.487 -0.246
C 0.8982 0.4686 -0.5006 0.719 -2.670 -0.519 -0.289
C 0.6658 0.5963 -2.0081 -1.813 1.077 -2.307 -0.529
S 0.8163 -1.0550 -2.8767 -0.094 2.136 1.139 0.838
H 1.8945 1.5719 2.3039 0.820 0.234 -0.867 0.061
H 0.4017 2.3881 2.3775 0.371 -0.295 -1.156 0.089
H 0.4849 0.7092 2.2892 -0.065 0.231 -1.369 0.074
H 1.5956 2.4305 -0.0309 1.094 1.223 -0.765 0.087
H -0.2023 2.1707 0.1093 1.678 -0.318 -0.044 0.134
H 0.0323 -0.1732 -0.2666 0.755 0.317 0.723 0.056
H 1.7941 -0.1968 -0.5647 -0.137 0.817 1.587 0.114
H 1.3123 1.3416 -2.5451 0.096 -0.917 0.580 0.094
H -0.3809 1.0350 -2.0447 0.842 -0.943 -0.609 0.105
H 0.6602 -3.1463 -1.2432 -0.647 -0.059 1.316 0.026
H 0.2585 -3.1981 -0.5423 0.738 0.308 -1.260 0.077
H -1.0404 -1.5098 -1.8842 -0.757 -0.360 -0.085 -0.126
O -1.8979 -1.7183 -1.4634 0.547 1.129 0.579 -0.110
H -1.2470 -2.2783 2.2539 1.229 1.476 -2.853 0.106
H -1.8860 -1.0847 -0.7053 -0.473 -0.680 -0.497 0.013
O -0.8088 -1.8900 1.3864 -0.667 -1.895 2.427 -0.149
H -1.2242 -0.9837 1.1658 -0.399 0.059 0.794 -0.083
H -2.3108 0.7806 1.6543 0.645 -0.615 -0.633 0.026
O -1.6170 0.3873 1.0743 -0.917 0.632 0.032 -0.230
```
Forces are in eV/Å.

As for the HOMO energy: -8.90 eV. As for the net charge: 0. The calculation puts the total energy at -21376.5603 eV. Its maximum force is 3.44 eV/Å.

---

Computed, not measured: C48H70Cl2F4InO3P2S as an isolated structure at a distorted geometry, with ωB97M-V with the def2-TZVPD basis set.

Structure (XYZ):
```
131
Properties=species:S:1:pos:R:3:forces:R:3:lowdin_charge:R:1
C -1.3768 8.4483 5.4484 -0.039 0.000 -0.300 -0.115
C -0.7530 8.5012 4.0530 0.050 0.224 0.183 -0.266
C -1.6284 9.2180 3.0291 -0.278 -0.395 -0.237 -0.229
C -2.7837 8.3482 2.5137 0.335 0.186 0.089 -0.229
C -3.7362 9.1444 1.6312 -0.234 0.026 0.323 -0.206
C -4.8640 8.3608 0.9259 0.395 -0.082 -0.109 -0.207
C -4.5893 6.8793 0.6378 -0.091 -0.006 0.107 -0.209
C -4.9509 5.9050 1.7864 0.217 0.034 -0.393 -0.200
C -3.7953 5.0326 2.2847 -0.282 -0.077 0.067 -0.227
C -4.2450 3.6963 2.8687 0.365 -0.055 0.254 -0.220
C -3.0490 2.8370 3.3246 -0.310 -0.200 -0.250 -0.207
C -2.5531 1.8314 2.2681 0.132 0.353 0.225 -0.211
C -2.0370 0.5279 2.8828 0.069 -0.100 -0.597 -0.208
C -1.1653 -0.2767 1.8906 -0.041 0.344 0.008 -0.208
C 0.2244 -0.6298 2.4238 0.058 0.074 -0.505 -0.207
C 1.2430 -0.8946 1.3068 -0.246 0.415 -0.084 -0.215
C 2.6733 -0.6443 1.7671 0.103 -0.674 0.233 -0.200
C 3.7896 -1.0142 0.7734 0.004 0.276 0.137 -0.193
C 3.4819 -0.8152 -0.7185 0.525 0.065 -0.338 -0.287
C 4.5891 -0.0243 -1.4707 -0.284 -0.015 -0.033 -0.272
In 3.8446 1.8964 -2.2409 0.030 -0.078 0.071 0.596
C 4.3792 2.2292 -4.4010 0.037 0.062 0.156 -0.340
P 3.2524 1.6051 -5.5741 -0.836 0.478 -0.062 0.325
O 1.8315 2.0252 -5.4794 0.662 -0.330 -0.111 -0.302
O 3.4528 0.0007 -5.5427 -0.013 0.097 -0.083 -0.153
O 3.8374 2.0085 -7.0322 0.209 -0.262 0.224 -0.158
P 5.2223 3.6779 -0.9638 -0.465 -0.283 0.282 0.097
S 4.6958 4.0402 0.9195 0.035 0.072 0.117 -0.134
C 1.7099 2.2213 -1.7777 -1.152 -0.846 -0.526 -0.739
Cl 1.3146 3.6166 -0.8008 -0.054 -0.026 -0.091 0.520
C 0.7053 1.4240 -2.2217 1.384 0.574 0.323 -0.829
C 0.8887 0.1668 -3.0179 -0.246 0.127 -0.006 -0.153
Cl -0.9919 1.7310 -1.9088 -0.063 0.275 0.267 0.637
H -0.6546 8.1000 6.1853 -0.052 -0.041 0.070 0.066
H -2.2348 7.7753 5.4556 -0.025 -0.025 0.115 0.061
H -1.7323 9.4386 5.7423 0.059 0.000 0.080 0.069
H -0.5442 7.4840 3.7138 0.044 -0.005 -0.080 0.109
H 0.2119 9.0111 4.1094 0.005 -0.015 0.040 0.101
H -2.0441 10.1382 3.4523 0.152 0.080 0.041 0.108
H -1.0205 9.4859 2.1615 0.013 0.176 0.025 0.112
H -2.3287 7.5245 1.9586 -0.151 -0.090 0.047 0.107
H -3.3195 7.9233 3.3682 -0.070 -0.089 -0.083 0.107
H -3.1570 9.7153 0.9003 0.072 -0.133 -0.062 0.109
H -4.2095 9.8901 2.2792 0.058 0.141 -0.114 0.106
H -5.0396 8.8480 -0.0354 -0.222 0.117 0.084 0.099
H -5.7776 8.4398 1.5185 -0.101 -0.010 -0.095 0.101
H -5.1754 6.6057 -0.2417 0.046 -0.039 -0.022 0.101
H -3.5436 6.7405 0.3569 0.010 0.029 -0.074 0.102
H -5.7259 5.2342 1.4093 -0.145 0.018 0.144 0.102
H -5.3798 6.4811 2.6085 -0.085 -0.125 0.120 0.105
H -3.1103 4.8351 1.4554 0.096 0.036 0.040 0.121
H -3.2469 5.5600 3.0686 0.195 0.038 -0.154 0.097
H -4.8946 3.8708 3.7317 -0.127 0.099 -0.090 0.107
H -4.8219 3.1402 2.1246 -0.113 0.032 0.038 0.103
H -3.3250 2.2724 4.2197 0.000 0.070 0.046 0.101
H -2.2320 3.5115 3.5921 0.057 -0.116 0.204 0.109
H -1.7467 2.2876 1.6873 -0.065 -0.012 -0.100 0.109
H -3.3708 1.6224 1.5748 0.047 -0.114 -0.122 0.109
H -1.4344 0.7805 3.7574 -0.109 -0.121 0.181 0.107
H -2.8975 -0.0748 3.1769 0.062 0.064 0.385 0.096
H -1.6770 -1.1814 1.5628 -0.051 -0.020 -0.063 0.092
H -1.0459 0.3563 1.0045 0.109 -0.171 -0.056 0.084
H 0.5977 0.2340 2.9820 -0.027 -0.095 0.224 0.111
H 0.1624 -1.4996 3.0818 0.060 0.135 0.259 0.107
H 1.1216 -1.9003 0.8922 0.061 -0.059 0.017 0.121
H 1.0040 -0.1949 0.4992 0.043 -0.085 -0.064 0.095
H 2.7877 0.3904 2.0961 -0.142 0.110 -0.171 0.114
H 2.8315 -1.2563 2.6650 0.045 0.125 0.083 0.107
H 4.6506 -0.3890 1.0225 0.024 -0.033 0.054 0.098
H 4.1199 -2.0386 0.9579 -0.105 -0.042 -0.082 0.086
H 3.3966 -1.7923 -1.2011 -0.246 -0.051 0.043 0.099
H 2.5291 -0.3092 -0.8582 -0.096 -0.106 0.147 0.040
H 5.0101 -0.6234 -2.2834 0.032 0.006 -0.034 0.018
H 5.4180 0.1851 -0.7922 0.069 0.044 -0.060 0.020
H 4.4313 3.3072 -4.5609 0.056 0.013 0.059 0.023
H 5.3626 1.7905 -4.5836 0.061 0.102 -0.001 0.023
H 3.9816 -0.2396 -4.7775 0.087 -0.207 0.156 0.049
H 3.0849 2.1009 -7.6185 -0.241 0.114 -0.275 0.060
H 5.3616 4.8632 -1.7196 0.254 0.010 -0.045 -0.114
H 6.5472 3.1891 -0.9683 0.132 0.188 -0.319 -0.116
H 0.2445 0.1808 -3.8990 0.111 0.079 -0.046 0.075
H 1.9142 0.0668 -3.3613 0.068 -0.076 0.051 0.038
H 0.6087 -0.7091 -2.4248 0.090 0.000 0.062 0.078
F -1.9315 -2.8906 -2.1047 -0.025 -0.010 0.017 0.049
C -2.7972 -2.3920 -3.0136 -0.004 0.002 -0.029 -0.282
C -2.8615 -1.0256 -3.1931 0.062 0.060 0.084 -0.019
C -3.7485 -0.5294 -4.1366 -0.053 -0.055 -0.031 -0.073
C -4.5540 -1.3910 -4.8706 -0.007 0.020 -0.004 -0.103
C -4.4701 -2.7608 -4.6643 0.017 0.049 0.015 -0.097
C -3.5812 -3.2741 -3.7300 -0.025 -0.079 -0.009 -0.027
H -2.2308 -0.3634 -2.6119 -0.023 -0.117 -0.054 0.044
H -3.8051 0.5389 -4.2974 0.015 0.017 0.009 0.107
H -5.2442 -0.9948 -5.6034 -0.003 0.002 -0.008 0.096
H -5.0963 -3.4354 -5.2331 0.003 -0.015 -0.011 0.098
H -3.4900 -4.3384 -3.5580 0.014 0.011 0.020 0.112
F 4.9305 -4.4244 1.0855 0.068 -0.047 0.032 0.052
C 4.0864 -5.1910 0.3682 -0.080 0.008 -0.056 -0.291
C 2.8513 -5.4969 0.9010 -0.048 0.012 0.072 -0.017
C 1.9826 -6.2776 0.1509 0.045 -0.010 -0.039 -0.082
C 2.3580 -6.7410 -1.1019 -0.013 -0.012 -0.013 -0.100
C 3.6079 -6.4194 -1.6134 -0.057 0.151 0.118 -0.094
C 4.4826 -5.6329 -0.8786 0.076 0.001 -0.039 -0.011
H 2.5808 -5.1240 1.8796 0.009 0.033 -0.010 0.118
H 1.0063 -6.5206 0.5486 -0.012 0.005 0.013 0.103
H 1.6777 -7.3512 -1.6803 0.000 -0.007 -0.007 0.100
H 3.9028 -6.7749 -2.5886 0.011 -0.005 -0.048 0.094
H 5.4570 -5.3588 -1.2598 0.001 0.018 0.018 0.117
F 3.9089 -9.2621 -2.3671 -0.016 -0.129 -0.040 0.054
C 4.9520 -10.0063 -2.7816 0.054 -0.026 -0.014 -0.282
C 5.4475 -9.8080 -4.0548 -0.021 0.050 -0.062 -0.016
C 6.5261 -10.5738 -4.4728 0.002 -0.034 0.053 -0.086
C 7.0849 -11.5204 -3.6253 0.010 -0.007 -0.006 -0.101
C 6.5649 -11.7003 -2.3507 -0.001 0.025 -0.056 -0.086
C 5.4907 -10.9375 -1.9168 -0.012 -0.029 0.076 -0.015
H 4.9932 -9.0680 -4.6996 -0.007 0.010 0.019 0.118
H 6.9311 -10.4281 -5.4650 -0.005 0.005 -0.018 0.104
H 7.9246 -12.1156 -3.9573 0.008 -0.005 0.000 0.099
H 6.9971 -12.4380 -1.6881 0.008 0.000 0.019 0.103
H 5.0736 -11.0539 -0.9259 -0.019 0.015 -0.006 0.118
F -2.4596 -2.5164 3.5240 -0.008 -0.139 0.109 0.061
C -3.5354 -3.3115 3.3832 -0.037 -0.002 -0.027 -0.280
C -4.2489 -3.6760 4.5078 0.003 0.010 0.083 -0.017
C -5.3616 -4.4902 4.3517 0.013 0.000 -0.057 -0.091
C -5.7394 -4.9275 3.0897 -0.010 -0.008 -0.005 -0.104
C -5.0023 -4.5461 1.9764 -0.017 -0.008 0.054 -0.083
C -3.8903 -3.7288 2.1160 0.001 -0.007 -0.057 -0.007
H -3.9330 -3.3249 5.4807 0.012 0.021 -0.013 0.117
H -5.9359 -4.7816 5.2209 0.004 -0.005 0.018 0.101
H -6.6073 -5.5627 2.9742 -0.005 -0.003 -0.005 0.097
H -5.2927 -4.8848 0.9910 -0.003 0.010 -0.018 0.104
H -3.3063 -3.4141 1.2632 0.049 0.024 -0.032 0.116
```
Forces are in eV/Å.

As for the HOMO energy: -4.55 eV. As for the net charge: -1. The calculation puts the total energy at -127559.7328 eV. Its maximum force is 1.53 eV/Å.

---

Computed, not measured: one molecule with the formula C4H8O at a distorted geometry, with ωB97M-V with the def2-TZVPD basis set.

Structure (XYZ):
```
13
Properties=species:S:1:pos:R:3:forces:R:3:lowdin_charge:R:1
C -0.4284 0.1472 -1.6121 -0.627 -1.460 0.906 -0.065
C 0.3201 0.3307 -0.2488 -0.738 0.431 -1.653 -0.390
C 1.5817 -0.4740 -0.2510 2.120 -0.331 0.105 -0.116
C -0.5559 -0.2004 0.8653 0.764 1.228 0.316 -0.259
O -1.2291 0.4290 1.6349 -0.198 -0.114 -0.215 0.070
H -0.9985 -0.7986 -1.6171 0.487 -0.110 -0.029 0.080
H 0.3231 0.0786 -2.3892 -0.189 0.354 -0.399 0.073
H -1.2407 0.8531 -1.7728 0.505 0.572 -0.107 0.078
H 0.5745 1.3985 -0.3408 -0.263 -0.183 1.311 0.144
H 2.3206 -0.0819 -0.9637 -0.505 -0.170 -0.400 0.084
H 1.4623 -1.5492 -0.4355 -0.232 0.242 -0.117 0.087
H 2.2039 -0.3983 0.6561 -0.711 0.017 0.255 0.087
H -0.3952 -1.2816 0.9753 -0.411 -0.475 0.026 0.127
```
Forces are in eV/Å.

As for the HOMO energy: -9.79 eV. As for the net charge: 0. The calculation puts the total energy at -6324.4538 eV. Its maximum force is 2.15 eV/Å. As for the SMILES: CC(C)C=O.

---

Energy relative to the best compared isomer or geometry (same formula, charge and spin) for the records above, in order: 2.828, 8.933, 0.000, 0.714 eV